[1]
The following is a DFT calculation (ωB97M-V with the def2-TZVPD basis set) of a 14-piece molecular cluster, C6H40N12O14 overall in a non-equilibrium geometry.

Geometry as XYZ:
```
72
Properties=species:S:1:pos:R:3:lowdin_charge:R:1
O 2.208 2.288 -2.673 -0.064
H 1.739 2.984 -2.198 0.019
H 1.578 1.975 -3.325 0.064
O 1.477 -3.992 -0.727 -0.052
H 0.872 -3.498 -0.170 0.014
H 1.775 -3.356 -1.379 0.040
O 0.387 3.627 -1.177 -0.052
H 0.569 3.587 -0.230 0.005
H -0.524 3.333 -1.258 -0.004
O 2.425 0.451 1.629 -0.046
H 1.892 1.242 1.516 -0.015
H 2.689 0.469 2.551 0.059
O -1.621 -3.800 -2.596 -0.041
H -1.979 -3.578 -1.733 -0.012
H -0.714 -3.490 -2.567 0.033
O -3.158 -3.031 -0.358 -0.034
H -2.600 -3.434 0.311 0.067
H -4.031 -3.012 0.037 0.055
O -2.750 -2.048 -4.449 -0.062
H -2.224 -1.379 -4.890 0.019
H -2.291 -2.211 -3.622 -0.026
O -1.767 2.145 -2.385 -0.032
H -2.361 2.852 -2.125 0.071
H -1.799 2.144 -3.343 0.085
C -0.453 -0.625 -0.655 -0.737
O -0.108 -1.617 -0.073 0.029
N 0.331 0.407 -0.803 0.204
N -1.671 -0.472 -1.204 0.203
H 1.251 0.385 -0.388 0.088
H 0.082 1.119 -1.472 0.069
H -2.359 -1.210 -1.198 0.079
H -1.865 0.454 -1.560 0.051
C -4.957 1.003 0.001 -0.794
O -5.766 1.527 -0.695 0.058
N -3.925 1.716 0.366 0.156
N -4.989 -0.225 0.497 0.184
H -3.072 1.470 0.842 0.043
H -3.972 2.630 -0.059 0.109
H -4.202 -0.508 1.065 0.046
H -5.580 -0.950 0.121 0.113
C -1.746 -0.355 3.004 -0.744
O -2.648 -0.441 2.156 0.001
N -0.482 -0.443 2.786 0.206
N -1.918 -0.023 4.249 0.160
H 0.111 -0.256 3.579 0.120
H -0.090 -0.602 1.869 0.084
H -1.257 -0.438 4.888 0.118
H -2.892 -0.108 4.503 0.125
C 4.128 -2.797 1.449 -0.753
O 4.638 -2.244 2.429 0.007
N 3.273 -2.247 0.633 0.170
N 4.463 -3.997 1.054 0.153
H 2.793 -1.373 0.793 0.062
H 2.713 -3.009 0.270 0.046
H 5.294 -4.475 1.369 0.114
H 4.376 -4.280 0.089 0.106
C 0.015 2.946 1.869 -0.653
O 1.155 2.973 1.374 0.002
N -1.107 2.675 1.148 0.177
N -0.235 3.374 3.086 0.196
H -1.063 2.074 0.338 0.071
H -1.971 2.680 1.668 0.091
H 0.486 3.742 3.688 0.131
H -1.163 3.377 3.479 0.117
C 4.756 0.785 -1.062 -0.712
O 5.876 0.301 -0.893 0.010
N 4.468 2.068 -1.200 0.157
N 3.778 0.064 -1.629 0.141
H 3.621 2.313 -1.697 0.044
H 5.271 2.677 -1.157 0.116
H 2.934 0.567 -1.855 0.044
H 3.886 -0.901 -1.899 0.104
```

Its spin multiplicity is 1. The value obtained for the HOMO energy is -8.7 eV. The calculation puts the LUMO energy at -0.62 eV. As for the energy above the lowest of the compared OMol25 structures with the same formula, charge and spin: 40.10 kcal per mole.

[2]
The following is a DFT calculation (ωB97M-V with the def2-TZVPD basis set) of a 13-piece molecular cluster, C6H40NO12 overall in a non-equilibrium geometry.

Geometry as XYZ:
```
59
Properties=species:S:1:pos:R:3:lowdin_charge:R:1
C -2.319 2.063 0.084 -0.086
C -1.947 0.633 0.414 -0.243
C -0.436 0.416 0.560 -0.187
C 0.257 0.331 -0.799 -0.200
C 1.684 0.944 -0.834 -0.164
C 2.614 0.384 0.236 -0.145
N 2.782 -1.089 0.046 0.156
H -1.953 2.354 -0.975 0.081
H -3.379 2.210 0.085 0.067
H -1.900 2.801 0.756 0.066
H -2.375 -0.083 -0.350 0.100
H -2.394 0.332 1.382 0.103
H 0.007 1.235 1.122 0.071
H -0.267 -0.534 1.129 0.092
H 0.328 -0.706 -1.214 0.084
H -0.371 0.887 -1.537 0.061
H 2.111 0.809 -1.835 0.111
H 1.584 2.054 -0.695 0.105
H 2.238 0.611 1.282 0.125
H 3.635 0.852 0.177 0.145
H 3.503 -1.508 0.701 0.196
H 1.886 -1.576 0.226 0.070
H 3.013 -1.277 -0.973 0.141
H -0.857 -0.849 3.279 0.002
H -2.083 -1.416 4.102 0.101
O -1.463 -1.607 3.362 -0.064
H 2.473 -2.648 -3.122 0.091
H 1.608 -1.469 -2.912 0.002
O 2.178 -2.060 -2.428 -0.039
H -2.411 -1.879 1.948 -0.001
H -3.492 -2.822 1.450 0.076
O -2.985 -2.052 1.184 -0.052
H 0.697 4.694 0.287 0.095
H 0.659 3.278 0.944 -0.034
O 0.556 3.724 0.108 -0.075
H -0.210 -2.734 -0.575 0.047
H 1.212 -2.854 -1.146 -0.012
O 0.776 -2.902 -0.319 -0.105
H -2.689 -0.568 -3.321 0.062
H -1.947 0.537 -2.568 0.066
O -1.947 -0.390 -2.823 0.005
H -1.722 -1.645 -1.639 -0.009
H -2.242 -2.284 -0.298 0.034
O -1.663 -2.441 -1.104 -0.060
H 0.749 1.778 2.745 -0.049
H 0.527 3.238 3.208 0.084
O 0.944 2.662 2.560 -0.028
H 0.623 -2.861 2.818 0.105
H 0.920 -2.590 1.361 0.017
O 1.166 -2.244 2.253 -0.083
H -0.154 2.972 -1.861 -0.007
H -0.528 3.397 -3.272 0.055
O -0.376 2.649 -2.718 -0.023
H 0.911 -0.687 2.841 0.021
H 0.994 0.091 4.193 0.082
O 0.595 0.117 3.336 -0.070
H -0.338 -0.519 -3.497 0.000
H 0.654 0.594 -3.632 0.039
O 0.567 -0.350 -3.730 -0.025
```

Its spin multiplicity is 1. The value obtained for the HOMO energy is -13.4 eV. Its net charge is +1. The calculation puts the LUMO energy at -2.26 eV. As for the energy above the lowest of the compared OMol25 structures with the same formula, charge and spin: 0.00 kcal per mole.

[3]
The following is a DFT calculation (ωB97M-V with the def2-TZVPD basis set) of a 14-piece molecular cluster, C6H40O14 overall in a non-equilibrium geometry.

Geometry as XYZ:
```
60
Properties=species:S:1:pos:R:3:lowdin_charge:R:1
C -1.195 -0.761 0.892 -0.159
O -0.297 -1.877 0.579 -0.144
C -2.580 -1.407 0.383 -0.155
C -2.549 -1.746 -1.119 -0.158
C -3.162 -0.603 -2.086 -0.186
C -2.106 0.152 -2.902 -0.258
C -1.248 1.020 -2.042 -0.120
H -1.159 -0.511 1.954 0.117
H -0.916 0.003 0.276 0.030
H -0.788 2.311 2.890 -0.051
H -3.404 -0.863 0.902 0.104
H -2.777 -2.272 0.904 0.064
H -3.112 -2.696 -1.259 0.111
H -1.508 -1.861 -1.356 0.076
H -3.650 0.174 -1.414 0.110
H -4.094 -0.945 -2.533 0.090
H -1.575 -0.627 -3.401 0.048
H -2.617 0.871 -3.613 0.135
H -0.512 0.488 -1.222 0.104
H -0.551 1.600 -2.627 0.055
H -1.569 1.777 -1.355 0.067
H 0.598 -1.485 0.676 0.068
H -1.229 3.263 1.784 0.046
O -1.490 2.835 2.651 -0.054
H 0.791 -4.165 0.174 0.022
H 2.080 -3.616 0.883 0.030
O 1.634 -3.814 0.075 0.003
H 0.270 -1.652 -3.875 -0.005
H -0.883 -2.227 -4.574 0.088
O -0.183 -1.505 -4.706 -0.083
H -4.469 1.576 1.744 -0.010
H -3.052 1.850 2.246 0.005
O -3.819 1.233 2.299 -0.058
H 1.646 2.173 3.262 0.087
H 1.075 0.859 2.941 0.073
O 1.061 1.826 2.529 -0.126
H -0.150 4.316 0.304 0.105
H 0.738 3.719 1.294 -0.013
O 0.107 4.449 1.274 -0.071
H 3.786 0.021 -2.667 0.028
H 2.310 0.128 -2.520 0.012
O 3.119 0.633 -2.391 -0.051
H 1.602 1.921 -1.862 -0.062
H 2.237 2.886 -0.791 0.007
O 1.532 2.723 -1.436 -0.040
H 2.169 4.427 0.983 0.010
H 3.499 3.588 0.839 0.062
O 2.566 3.607 0.897 -0.012
H 1.913 -2.510 -1.539 -0.008
H 2.748 -2.460 -2.938 0.052
O 2.267 -2.013 -2.258 -0.023
H 0.393 -2.850 2.384 -0.059
H -0.179 -3.098 3.755 0.071
O 0.591 -3.200 3.192 0.000
H 1.638 -1.464 3.507 0.006
H 2.820 -0.877 3.367 0.070
O 1.993 -0.645 3.936 -0.113
H 3.545 -1.588 0.697 0.040
H 2.798 -0.215 0.708 0.094
O 3.298 -0.875 1.304 -0.069
```

Its spin multiplicity is 1. The value obtained for the HOMO energy is -10.4 eV. The calculation puts the LUMO energy at -0.24 eV. As for the energy above the lowest of the compared OMol25 structures with the same formula, charge and spin: 124.82 kcal per mole.

[4]
The following is a DFT calculation (ωB97M-V with the def2-TZVPD basis set) of a 16-piece molecular cluster, C6H40O15 overall in a non-equilibrium geometry.

Geometry as XYZ:
```
61
Properties=species:S:1:pos:R:3:lowdin_charge:R:1
C 1.141 -2.265 0.948 -0.055
C 0.592 -1.206 0.032 -0.332
C 0.318 0.011 0.489 0.046
C 0.361 -1.611 -1.382 -0.165
C -0.947 -1.068 -1.991 -0.167
C -1.547 -1.685 -2.999 -0.014
H 0.425 -2.739 1.615 0.056
H 1.834 -1.803 1.664 0.067
H 1.755 -3.005 0.436 0.090
H 0.359 0.291 1.533 0.057
H -0.216 0.735 -0.115 0.047
H 1.121 -1.239 -2.082 0.095
H 0.334 -2.684 -1.545 0.107
H -1.396 -0.215 -1.495 0.067
H -1.137 -2.499 -3.587 0.073
H -2.576 -1.444 -3.254 0.061
H -0.384 3.798 4.214 0.043
H -0.668 2.601 3.252 0.034
O -0.122 2.903 3.986 -0.049
H 4.688 0.577 1.684 0.035
H 4.894 -0.667 0.904 0.040
O 4.263 -0.274 1.522 -0.063
H -1.365 3.055 -2.797 0.020
H -1.844 2.504 -1.436 -0.005
O -1.596 3.327 -1.897 -0.077
H -3.521 1.596 -0.270 0.077
H -2.291 1.382 0.504 0.040
O -2.618 1.272 -0.399 -0.066
H -0.987 -4.228 3.636 0.040
H -2.183 -4.157 2.588 0.059
O -1.869 -3.882 3.457 -0.041
H 2.117 -0.115 -4.452 0.063
H 1.179 -0.116 -3.300 -0.005
O 1.172 -0.072 -4.263 -0.067
H 0.043 1.354 -4.937 0.033
H -1.325 1.075 -4.325 0.045
O -0.636 1.756 -4.363 -0.084
H 1.145 -2.384 4.990 0.038
H 1.497 -2.770 3.594 0.026
O 0.968 -3.076 4.341 -0.043
H -0.338 -0.941 3.640 -0.009
H -1.205 -2.248 3.393 -0.001
O -1.005 -1.340 3.071 -0.090
H 2.181 1.113 -1.355 0.021
H 2.731 1.813 -2.607 0.015
O 2.800 0.997 -2.084 -0.062
H 1.158 3.018 -4.250 0.009
H 1.491 4.075 -3.213 0.004
O 1.911 3.370 -3.756 -0.076
H -2.134 -3.905 -1.403 0.034
H -1.608 -2.969 -0.294 0.018
O -1.635 -3.885 -0.583 -0.048
H -0.354 4.749 -1.969 0.028
H 0.808 4.735 -1.003 0.055
O 0.610 4.904 -1.929 -0.064
H 0.567 0.492 5.262 0.053
H 1.533 0.801 4.087 0.047
O 1.142 0.087 4.606 -0.047
H -2.764 -0.822 1.753 0.016
H -3.267 0.047 2.836 0.038
O -3.433 -0.138 1.901 -0.069
```

Its spin multiplicity is 1. The value obtained for the HOMO energy is -9.4 eV. The calculation puts the LUMO energy at -0.16 eV. As for the energy above the lowest of the compared OMol25 structures with the same formula, charge and spin: 57.01 kcal per mole.

[5]
The following is a DFT calculation (ωB97M-V with the def2-TZVPD basis set) of a 14-piece molecular cluster, C6H42N2O13 overall in a non-equilibrium geometry.

Geometry as XYZ:
```
63
Properties=species:S:1:pos:R:3:lowdin_charge:R:1
C -1.414 -0.557 -0.022 -0.185
N -0.802 -0.794 1.317 -0.252
C -1.744 -1.476 2.193 -0.092
C 0.446 -1.519 1.137 -0.090
C -1.757 0.875 -0.285 -0.372
C -0.535 1.789 -0.312 -0.038
N -2.387 0.877 -1.635 -0.096
C -2.587 2.117 -2.384 -0.122
H -2.276 -1.240 -0.040 0.107
H -0.822 -1.059 -0.791 0.111
H -2.523 -0.755 2.418 0.055
H -2.211 -2.388 1.797 0.099
H -1.169 -1.751 3.078 0.100
H 0.977 -1.631 2.071 0.059
H 0.276 -2.510 0.692 0.105
H 1.157 -0.968 0.521 0.077
H -2.518 1.299 0.380 0.124
H -0.089 1.958 0.679 0.079
H 0.250 1.211 -0.807 0.064
H -0.661 2.776 -0.749 0.069
H -1.876 0.204 -2.194 0.063
H -1.812 2.345 -3.115 0.076
H -2.663 2.932 -1.660 0.076
H -3.580 2.055 -2.830 0.069
H -3.401 0.796 3.521 0.059
H -4.097 1.703 2.321 0.046
O -3.483 1.630 3.048 -0.039
H -1.628 -1.954 -3.915 0.047
H -2.653 -1.933 -2.829 0.047
O -1.716 -2.123 -2.968 -0.056
H 3.122 -2.222 0.880 0.022
H 4.270 -1.730 1.711 0.068
O 3.319 -1.600 1.598 -0.074
H -5.192 -0.413 0.220 0.044
H -3.793 -0.524 0.759 -0.024
O -4.713 -0.681 1.006 -0.048
H 0.652 -3.510 -2.924 0.043
H 1.520 -2.418 -3.517 0.010
O 1.576 -3.283 -3.051 -0.065
H 1.710 -0.371 3.995 -0.014
H 2.660 -1.391 3.388 -0.032
O 2.329 -1.085 4.242 -0.095
H -0.609 3.354 3.595 0.062
H -1.877 2.522 3.139 0.001
O -1.349 2.808 3.891 -0.070
H 4.112 -2.604 -1.551 0.053
H 2.615 -2.501 -1.819 0.002
O 3.293 -2.317 -1.141 -0.061
H 3.787 0.887 0.607 0.057
H 4.746 0.473 -0.525 0.053
O 4.228 1.212 -0.193 -0.040
H 0.765 0.082 -3.671 0.044
H 1.889 -0.506 -4.519 0.065
O 1.116 -0.747 -4.001 -0.050
H 3.152 0.140 -2.219 0.030
H 2.543 0.974 -1.272 0.010
O 2.519 0.873 -2.239 -0.078
H -0.503 0.372 3.027 0.003
H -0.294 1.339 4.138 0.029
O 0.204 0.660 3.627 -0.082
H 3.510 2.909 -1.525 -0.016
H 2.513 3.712 -2.179 0.027
O 3.479 3.676 -2.113 -0.068
```

Its spin multiplicity is 1. The value obtained for the HOMO energy is -9.1 eV. The calculation puts the LUMO energy at -0.16 eV. As for the energy above the lowest of the compared OMol25 structures with the same formula, charge and spin: 70.37 kcal per mole.

[6]
The following is a DFT calculation (ωB97M-V with the def2-TZVPD basis set) of C6H4AuN2O6 as an isolated structure in a non-equilibrium geometry.

Geometry as XYZ:
```
19
Properties=species:S:1:pos:R:3:lowdin_charge:R:1
O 5.222 -0.279 -4.903 0.036
C 4.384 -0.232 -4.122 -0.028
Au 0.733 -0.045 -0.710 0.891
O -0.541 2.076 -2.741 0.293
C -0.062 1.339 -2.034 -0.033
C 1.960 -1.432 0.260 -0.024
O 2.591 -2.190 0.819 0.287
C 1.938 1.474 0.065 -0.023
O 2.570 2.305 0.516 0.284
C -0.027 -1.578 -1.847 -0.037
O -0.488 -2.407 -2.466 0.291
N -3.245 -0.102 1.457 0.420
C -1.941 0.103 1.820 -0.463
N -1.634 0.362 3.131 0.434
O -1.025 0.054 0.972 -0.062
H -4.043 -0.003 2.067 0.182
H -3.430 -0.241 0.463 0.187
H -0.657 0.456 3.360 0.179
H -2.306 0.340 3.894 0.190
```

Its spin multiplicity is 3. The value obtained for the HOMO energy (spin up / spin down) is -20.1 / -20.1 eV. Its net charge is +3. The calculation puts the LUMO energy (spin up / spin down) at -12.54 / -16.83 eV. As for the energy above the lowest of the compared OMol25 structures with the same formula, charge and spin: 0.00 kcal per mole. The expectation value of S² is 2.0425.

[7]
The following is a DFT calculation (ωB97M-V with the def2-TZVPD basis set) of one molecule with the formula C6H4BF3O2 in a non-equilibrium geometry.

Geometry as XYZ:
```
16
Properties=species:S:1:pos:R:3:lowdin_charge:R:1
F -1.955 2.263 -1.079 0.083
F 1.145 -0.797 -3.004 0.138
F -0.778 1.103 -3.295 0.174
O 0.904 0.283 2.925 0.167
O -0.441 -1.649 2.127 0.144
B 0.430 -0.562 1.921 -0.518
C -0.454 0.915 0.261 0.022
C 0.787 -0.825 -0.750 0.008
C -0.966 1.334 -0.973 -0.127
C 0.466 -0.361 -1.987 -0.234
C -0.453 0.700 -2.135 -0.179
C 0.390 -0.150 0.358 -0.129
H 0.840 -0.051 3.820 0.104
H -0.746 -1.910 1.249 0.097
H -0.744 1.288 1.173 0.103
H 1.576 -1.581 -0.612 0.147
```

Its spin multiplicity is 1. The value obtained for the HOMO energy is -9.5 eV. The calculation puts the LUMO energy at 0.32 eV.